<A>
28
Properties=species:S:1:pos:R:3 method="wB97M-V/def2-TZVPD" orbital_gap_ev=9.354 charge=+1 lumo_energy_ev=-4.900
C 4.393 -0.204 0.443
C -1.952 -1.353 0.475
C -2.796 -0.229 -0.273
C -0.694 -1.923 -0.212
C -2.328 1.201 -0.021
C 0.507 -0.989 -0.239
C -0.753 1.434 0.172
C 0.124 0.527 -0.661
N 1.863 1.893 -0.092
N 4.092 -1.331 0.748
N 1.508 1.031 -0.820
O 4.415 0.913 0.082
H -1.449 -1.003 1.435
H -2.709 -2.082 0.759
H -2.775 -0.340 -1.419
H -3.793 -0.183 0.056
H -0.370 -2.770 0.305
H -1.031 -2.051 -1.207
H -2.654 1.928 -0.740
H -2.708 1.497 0.943
H 1.090 -0.846 0.621
H 1.076 -1.298 -1.080
H -0.765 2.401 -0.303
H -0.446 1.348 1.268
H -0.418 0.313 -1.642
H 1.317 2.201 0.655
H 2.878 2.155 -0.135
H 4.376 -2.240 0.883

***

<B>
28
Properties=species:S:1:pos:R:3 method="wB97M-V/def2-TZVPD" orbital_gap_ev=9.517 smiles="C=[N+]1CC[N+](C)(/C=C(/N)[O-])CC1" charge=+1 lumo_energy_ev=-2.784
C -1.917 -0.098 1.005
C 1.571 -0.649 1.122
C 1.788 -0.711 -1.248
C 0.106 -1.972 -0.162
C 0.949 0.753 0.944
C 0.897 0.532 -1.467
C -1.052 -0.134 -0.200
C -0.475 2.195 -0.362
N 1.345 -1.435 -0.075
N -3.012 -0.878 0.904
N 0.069 0.825 -0.263
O -1.659 0.552 2.003
H 2.644 -0.570 1.299
H 1.119 -1.168 1.967
H 1.750 -1.367 -2.119
H 2.827 -0.418 -1.082
H -0.281 -2.454 0.721
H -0.158 -2.426 -1.105
H 0.336 1.008 1.811
H 1.723 1.513 0.820
H 1.520 1.404 -1.673
H 0.230 0.383 -2.317
H -1.592 -0.170 -1.135
H 0.329 2.927 -0.433
H -1.109 2.273 -1.244
H -1.066 2.407 0.528
H -3.226 -1.417 0.085
H -3.657 -0.906 1.677

***

Which structure is the most stable? The one labeled <B>.

***

<A>
9
Properties=species:S:1:pos:R:3 method="wB97M-V/def2-TZVPD" orbital_gap_ev=8.885 charge=0 lumo_energy_ev=-0.069
C 1.913 0.991 -1.073
C -0.982 -0.148 0.810
S 1.722 1.818 0.182
S 2.181 0.307 -2.442
S -0.385 -1.335 -0.377
H -0.053 0.414 1.336
H -1.523 -0.645 1.567
H -1.633 0.499 0.088
H -1.240 -1.902 -0.092

***

<B>
9
Properties=species:S:1:pos:R:3 method="wB97M-V/def2-TZVPD" orbital_gap_ev="5.509 / 7.878" charge=0 lumo_energy_ev="-1.386 / -0.296"
C 0.824 1.301 -0.007
C 1.353 0.059 0.317
S 0.842 2.769 -0.436
S -1.825 0.965 0.196
S -3.640 0.163 -0.073
H 2.453 0.034 0.626
H 1.377 -0.499 -0.605
H 0.692 -0.318 1.154
H -3.302 0.038 -1.332

***

Which structure is the most stable? The one labeled <A>.

***

<A>
16
Properties=species:S:1:pos:R:3 method="wB97M-V/def2-TZVPD" orbital_gap_ev=3.789 charge=0 lumo_energy_ev=-4.225
C 0.216 2.941 -0.303
C -2.098 1.181 -0.737
O -2.387 1.637 0.353
O -1.432 1.593 -1.671
C 0.492 2.213 0.761
S -0.200 -1.337 0.842
S 1.602 -1.475 0.258
C 1.722 -3.110 -0.470
H -0.637 3.597 -0.362
H 0.785 2.953 -1.209
H -2.499 0.119 -0.914
H -0.194 2.205 1.602
H 1.188 1.402 0.724
H 2.731 -3.336 -0.674
H 1.178 -3.112 -1.399
H 1.268 -3.821 0.172

***

<B>
16
Properties=species:S:1:pos:R:3 method="wB97M-V/def2-TZVPD" orbital_gap_ev=9.805 smiles="COCSC(=O)CS" charge=0 lumo_energy_ev=0.525
C -2.678 -1.103 -0.221
C -1.235 0.714 -0.109
C 1.226 0.404 0.480
C 2.833 0.516 0.499
H -2.900 -1.477 0.813
H -3.493 -0.404 -0.699
H -2.670 -2.043 -0.897
H -1.947 1.454 -0.484
H -1.227 0.751 0.952
H 3.208 1.566 0.215
H 2.995 0.230 1.547
H 2.654 -0.549 -1.643
O -1.383 -0.626 -0.540
O 0.725 -0.190 1.392
S 0.266 1.487 -0.652
S 3.627 -0.729 -0.653

***

Which structure is the most stable? The one labeled <B>.

***

<A>
41
Properties=species:S:1:pos:R:3 method="wB97M-V/def2-TZVPD" orbital_gap_ev=7.527 smiles="CCCNc1c(CC(N)(N)N)ccc2c1C(=O)C=CC2=O" charge=0 lumo_energy_ev=-1.022
C 3.276 -1.557 1.953
C 2.396 -1.485 0.636
C 0.873 -1.836 0.831
N -0.040 -0.687 1.016
C -0.010 0.257 -0.062
C -0.732 -0.096 -1.292
C -1.557 -1.388 -1.493
C -2.855 -1.492 -0.587
N -4.072 -1.273 -1.426
N -2.908 -0.505 0.523
N -3.001 -2.881 -0.057
C -0.648 0.861 -2.393
C 0.101 2.108 -2.315
C 0.768 2.419 -1.076
C 0.730 1.502 0.086
C 1.485 1.943 1.343
O 1.767 1.238 2.291
C 1.987 3.422 1.415
C 2.054 4.255 0.351
C 1.570 3.744 -1.015
O 1.802 4.323 -2.054
H 4.194 -2.158 1.710
H 3.651 -0.527 2.185
H 2.766 -2.049 2.815
H 2.811 -2.263 -0.068
H 2.593 -0.501 0.150
H 0.542 -2.385 -0.096
H 0.745 -2.570 1.672
H 0.048 -0.248 1.930
H -0.976 -2.335 -1.391
H -1.930 -1.368 -2.554
H -4.208 -0.257 -1.528
H -4.886 -1.565 -0.872
H -3.828 -0.071 0.575
H -2.673 -0.960 1.407
H -2.056 -3.172 0.228
H -3.528 -2.858 0.823
H -1.170 0.566 -3.332
H 0.132 2.756 -3.212
H 2.335 3.809 2.402
H 2.452 5.282 0.479

***

<B>
41
Properties=species:S:1:pos:R:3 method="wB97M-V/def2-TZVPD" orbital_gap_ev=8.910 smiles="CCCCCCOc1ccc(C(=O)n2cnc(N)n2)cc1" charge=0 lumo_energy_ev=0.160
C -5.389 -2.021 -0.683
C -5.724 -0.555 -0.928
C -4.776 0.419 -0.225
C -3.332 0.358 -0.739
C -2.394 -0.475 0.140
C -1.966 0.293 1.394
O -1.201 1.444 1.090
C 0.097 1.329 0.736
C 0.840 0.149 0.722
C 2.173 0.162 0.363
C 2.803 1.352 0.003
C 2.050 2.535 0.011
C 0.728 2.527 0.373
H 0.146 3.435 0.388
H 2.538 3.455 -0.274
C 4.202 1.477 -0.419
O 4.669 2.498 -0.880
N 5.066 0.375 -0.292
C 6.365 0.379 -0.707
N 6.939 -0.756 -0.450
C 5.947 -1.486 0.151
N 4.809 -0.838 0.268
N 6.136 -2.775 0.516
H 5.476 -3.159 1.170
H 7.096 -3.062 0.606
H 6.817 1.226 -1.179
H 2.733 -0.758 0.362
H 0.390 -0.793 0.992
H -2.845 0.686 1.912
H -1.422 -0.361 2.086
H -1.503 -0.733 -0.436
H -2.879 -1.400 0.452
H -3.331 -0.050 -1.751
H -2.918 1.367 -0.797
H -4.797 0.221 0.849
H -5.166 1.428 -0.375
H -5.707 -0.356 -2.002
H -6.740 -0.362 -0.575
H -4.421 -2.277 -1.108
H -5.371 -2.237 0.383
H -6.139 -2.659 -1.146

***

Which structure is the most stable? The one labeled <B>.